1.
2 unconnected molecules or ions with the total composition CH6OS2 in a non-equilibrium geometry, computed with ωB97M-V/def2-TZVPD.

Atoms and positions in Å:
S 1.70803 0.08049 1.00526
S 1.02973 -0.16149 -0.98944
O -1.82617 0.33821 0.34691
C -2.93276 -0.16284 -0.42293
H 1.23474 1.36556 1.14078
H -2.16051 0.29818 1.24839
H -3.09684 -1.22353 -0.21829
H -2.66491 -0.02239 -1.46965
H -0.16175 -0.65835 -0.57966
H -3.85572 0.37868 -0.18634

Forces on the atoms, in the same order (eV/Å):
-0.501 0.849 -0.881
0.119 -0.266 1.088
-0.938 -0.241 0.129
0.304 0.158 0.034
0.318 -0.782 0.041
0.465 0.144 0.209
0.019 -0.037 -0.116
-0.183 -0.041 0.032
0.264 0.199 -0.344
0.133 0.017 -0.194

Structure (SMILES): CO.SS
ΔE to the lowest compared entry with this formula, charge and spin in eV: 0.657
Kohn-Sham gap in eV: 9.7

2.
CH6P2 in the gas phase in a non-equilibrium geometry, computed with ωB97M-V/def2-TZVPD.

Atoms and positions in Å:
P 1.66073 0.11960 0.01507
P -1.49029 0.04496 -0.49071
C -0.00066 -0.51860 0.63540
H -0.90589 1.16423 -0.99972
H -2.27139 0.75865 0.35238
H -0.22763 0.00187 1.77961
H 1.59742 -1.00053 -0.83522
H 0.17601 -1.57691 0.60236
H 1.46169 1.00672 -1.05917

Forces on the atoms, in the same order (eV/Å):
0.100 -1.073 0.371
1.131 -2.425 -0.302
-1.512 4.140 2.179
0.522 0.965 -0.413
-0.666 0.629 1.225
0.775 -2.055 -3.192
0.828 0.053 -0.433
-0.520 -0.424 0.558
-0.659 0.188 0.008

Structure (SMILES): PCP
ΔE to the lowest compared entry with this formula, charge and spin in eV: 1.147
Kohn-Sham gap in eV: 9.7

3.
CH6P2S in the gas phase in a non-equilibrium geometry, computed with ωB97M-V/def2-TZVPD.

Atoms and positions in Å:
S -0.29515 -0.13792 -0.62016
P -2.05246 -0.94147 0.21388
P 1.71209 -1.03351 0.24466
C -0.26658 1.33186 0.47633
H -2.45371 -1.31388 -1.02495
H 1.20524 -2.03223 -0.58583
H 0.47209 2.11194 -0.04779
H -1.23614 1.61166 0.48326
H 2.71208 -0.72503 -0.64893
H 0.20254 1.12856 1.50952

Forces on the atoms, in the same order (eV/Å):
0.336 0.849 1.175
0.844 0.099 1.077
-1.892 -0.407 0.510
5.945 0.396 -0.390
-0.347 -0.665 -1.370
0.441 -0.860 0.081
-1.775 -1.442 1.134
-2.906 1.382 0.320
0.434 0.614 -0.915
-1.080 0.034 -1.622

Structure (SMILES): [H]/P=S(/C)#[PH2]
ΔE to the lowest compared entry with this formula, charge and spin in eV: 2.259
Kohn-Sham gap (spin up / spin down) in eV: 6.8 / 6.8

Q: ΔE to the lowest compared entry with this formula, charge and spin of number 3 (CH6P2S)?
A: 2.259 eV